No. 1
The following is a quantum chemistry calculation of an isolated molecule of C2F3N at a distorted geometry, from OMol25.

Geometry as ORCA input:
```
! RIJCOSX wB97M-V def2-TZVPD def2/J DEFGRID3
* xyz 0 1
N 1.837 -1.305 -0.163
C 0.678 -0.809 -0.084
C -0.388 0.235 0.110
F -1.583 -0.292 0.339
F -0.405 0.892 -1.193
F -0.140 1.279 0.991
*
```

Results
Energy above the lowest of the compared OMol25 structures with the same formula, charge and spin, eV: 1.238
SMILES: N#CC(F)(F)F
E_HOMO, eV: -12.98



No. 2
The following is a quantum chemistry calculation of a structure of composition C2F3NO5PbS2 at a distorted geometry, from OMol25.

Geometry as ORCA input:
```
! RIJCOSX wB97M-V def2-TZVPD def2/J DEFGRID3
* xyz -1 2
O -3.262 -0.007 1.916
C -2.207 -0.697 1.990
O -2.017 -1.894 2.019
Pb -2.470 1.978 1.872
N 0.607 -0.622 0.013
S 0.698 -0.095 1.512
O 1.352 1.242 1.615
O -1.066 0.290 2.022
S 0.405 0.474 -1.230
O -0.736 -0.021 -2.081
C 1.897 -0.079 -2.221
F 3.010 0.132 -1.526
F 1.842 -1.356 -2.570
F 1.946 0.655 -3.332
*
```

Results
Expectation value of S²: 0.753
Energy above the lowest of the compared OMol25 structures with the same formula, charge and spin, eV: 0.000
E_HOMO (alpha / beta), eV: -3.19 / -5.73



No. 3
The following is a quantum chemistry calculation of a cluster of 2 separate species, C2F3O2 in total at a distorted geometry, from OMol25.

Geometry as ORCA input:
```
! RIJCOSX wB97M-V def2-TZVPD def2/J DEFGRID3
* xyz -1 1
C 1.983 0.423 -0.083
C -1.110 -0.016 -0.121
O 1.784 1.584 0.030
O 2.241 -0.707 0.007
F -1.193 -1.344 -0.742
F -1.220 -0.407 1.239
F -2.484 0.469 -0.331
*
```

Results
Energy above the lowest of the compared OMol25 structures with the same formula, charge and spin, eV: 1.489
E_HOMO, eV: -3.37



No. 4
The following is a quantum chemistry calculation of a cluster of 2 separate species, C2F5NO4S in total at a distorted geometry, from OMol25.

Geometry as ORCA input:
```
! RIJCOSX wB97M-V def2-TZVPD def2/J DEFGRID3
* xyz 0 1
C 0.129 0.120 0.207
C 1.308 -0.805 -0.226
N 0.201 1.447 0.635
O -0.898 1.872 1.010
O 1.240 2.044 0.525
O -1.680 -0.687 1.661
O -2.682 0.181 -0.408
F 0.426 1.465 -2.369
F 1.346 -1.181 -1.453
F 1.162 -1.865 0.599
F 2.501 -0.239 0.079
F -1.461 -1.926 -0.455
S -1.593 -0.426 0.197
*
```

Results
Energy above the lowest of the compared OMol25 structures with the same formula, charge and spin, eV: 5.401
E_HOMO (alpha / beta), eV: -12.32 / -11.74



no.,electronic energy (eV)
1,-11714.6147
2,-48872.6625
3,-14322.1937
4,-36167.0509